The following is a DFT calculation (wB97M-V/def2-TZVPD) of a 11-piece molecular cluster, C75H67F19N3O2 overall at a distorted geometry.

- net charge = +1
- gap between HOMO and LUMO (eV) = 5.888
- electronic energy (eV) = -139051.022

Each line ends with the Mulliken charge.
Element x y z (Å)
C  -0.93791  -3.61523  1.04868  -1.54
N  -1.62952  -2.31681  0.93025  0.32
C  -3.09281  -2.52972  1.06295  -0.78
C  -1.34112  -1.70655  -0.30051  -0.34
O  -1.01229  -0.56877  -0.39142  -0.56
C  -1.45304  -2.49574  -1.61319  -0.31
C  -0.22099  -2.31568  -2.43693  0.19
C  -0.26463  -2.40478  -3.84831  -0.59
C  0.87656  -2.22728  -4.59288  -0.94
C  2.04288  -1.95996  -3.86684  0.64
F  3.16704  -1.73853  -4.47438  -0.20
N  2.00243  -1.92868  -2.55366  1.62
C  3.24431  -1.68023  -1.78390  -1.23
C  3.23307  -0.26223  -1.24814  -0.57
O  2.65597  0.57490  -2.21752  0.02
C  2.42469  1.86460  -1.69813  -1.31
C  2.41503  2.85151  -2.84621  1.02
F  3.68418  2.95706  -3.31178  -0.33
F  1.66413  2.41296  -3.87779  -0.37
C  1.95773  4.26918  -2.36847  0.50
F  3.05083  5.05477  -2.28548  -0.31
F  1.43815  4.21270  -1.12312  -0.18
C  0.97133  4.99728  -3.30896  0.85
F  1.55587  5.14663  -4.50399  -0.34
F  0.79069  6.23557  -2.78566  -0.27
C  -0.43980  4.36093  -3.43796  0.02
F  -0.57098  3.31994  -2.58569  -0.13
F  -0.59831  3.88716  -4.69578  -0.31
N  0.90915  -2.07868  -1.81517  -0.93
H  -1.48173  -4.38072  0.48363  0.65
H  0.09619  -3.57898  0.73075  0.34
H  -1.00207  -3.90813  2.09059  0.59
H  -3.54191  -1.74853  1.66763  0.35
H  -3.61389  -2.60211  0.10642  0.28
H  -3.23680  -3.46219  1.59901  0.22
H  -2.30902  -2.12888  -2.17489  0.61
H  -1.61266  -3.56590  -1.48239  0.35
H  -1.21210  -2.59643  -4.32972  0.52
H  0.89796  -2.28240  -5.66883  0.61
H  3.19419  -2.35749  -0.93586  0.45
H  4.12523  -1.95331  -2.35133  0.45
H  4.26475  0.03215  -1.03860  0.46
H  2.69727  -0.24664  -0.29624  0.30
H  1.48551  1.89644  -1.14601  0.51
H  3.22183  2.17357  -1.02058  0.42
H  -1.21640  5.10448  -3.27732  0.29
F  6.59243  -0.31298  -3.64724  -0.32
C  6.44952  0.63262  -4.61238  0.26
C  7.53480  1.40272  -4.97063  -0.50
C  7.36657  2.36280  -5.95892  -0.59
C  6.12888  2.54429  -6.56423  -0.64
C  5.05261  1.75529  -6.18132  -0.52
C  5.21366  0.78762  -5.19997  0.06
H  8.48866  1.25230  -4.48295  0.46
H  8.20685  2.97455  -6.25767  0.41
H  6.01114  3.30132  -7.32859  0.64
H  4.08497  1.89490  -6.64501  0.40
H  4.39763  0.15745  -4.88175  0.36
F  3.00873  12.79568  -2.80216  -0.32
C  2.98960  11.49214  -2.46892  0.30
C  2.37884  10.59342  -3.32071  -0.54
C  2.36500  9.25060  -2.97424  -0.19
C  2.94971  8.82774  -1.78806  -0.43
C  3.55494  9.75075  -0.94610  -0.51
C  3.58129  11.09540  -1.28639  -0.40
H  1.92397  10.94583  -4.23658  0.44
H  1.89684  8.53118  -3.63214  0.36
H  2.93377  7.77867  -1.52222  0.44
H  4.00922  9.42458  -0.02001  0.39
H  4.05336  11.83067  -0.64893  0.42
F  2.37226  -6.69702  -2.99177  -0.28
C  3.45266  -6.31729  -3.70353  0.22
C  3.75306  -4.97297  -3.78327  -0.34
C  4.86586  -4.57042  -4.51094  -0.34
C  5.65250  -5.51634  -5.15147  -0.77
C  5.32820  -6.86388  -5.06094  -0.36
C  4.22290  -7.27434  -4.32933  -0.51
H  3.11647  -4.26244  -3.27309  0.70
H  5.12214  -3.52093  -4.57822  0.44
H  6.51749  -5.20375  -5.71962  0.41
H  5.93924  -7.60128  -5.56261  0.38
H  3.95906  -8.31936  -4.24109  0.45
F  0.25385  -7.17719  3.06104  -0.35
C  -1.02584  -7.48962  2.77359  0.28
C  -1.49763  -7.26931  1.49584  -0.43
C  -2.81596  -7.58682  1.20009  -0.34
C  -3.64373  -8.11388  2.18166  -0.60
C  -3.15162  -8.32072  3.46333  -0.37
C  -1.83328  -8.01066  3.76368  -0.42
H  -0.83836  -6.85072  0.74621  0.55
H  -3.19777  -7.42048  0.20128  0.39
H  -4.67151  -8.35783  1.94979  0.41
H  -3.79635  -8.72077  4.23357  0.41
H  -1.43241  -8.16985  4.75612  0.48
F  6.43086  5.05971  -8.29659  -0.29
C  5.97602  6.26955  -8.70579  0.55
C  6.78085  7.37552  -8.53225  -0.53
C  6.31215  8.61065  -8.95521  -0.34
C  5.05467  8.72115  -9.53284  -0.60
C  4.26311  7.59246  -9.69274  -0.30
C  4.72509  6.35088  -9.28039  -0.47
H  7.75477  7.26711  -8.07422  0.41
H  6.93169  9.48845  -8.83313  0.36
H  4.69279  9.68674  -9.85862  0.38
H  3.28215  7.67687  -10.14012  0.37
H  4.12808  5.45695  -9.40252  0.40
F  -3.36161  5.97181  3.08990  -0.32
C  -2.24790  6.05198  2.33958  0.32
C  -1.98990  5.05621  1.41894  -0.67
C  -0.84130  5.14255  0.64385  -0.10
C  0.02994  6.21329  0.80389  -0.42
C  -0.25102  7.20131  1.73801  -0.55
C  -1.39923  7.12700  2.51244  -0.46
H  -2.68038  4.22958  1.31580  0.46
H  -0.63433  4.37267  -0.08408  0.42
H  0.92508  6.28077  0.20182  0.41
H  0.42675  8.03470  1.86472  0.42
H  -1.63983  7.88964  3.24066  0.44
F  0.83921  -1.95996  2.29336  -0.16
C  1.08476  -0.82304  2.98790  0.41
C  0.83686  0.39140  2.38073  -0.02
C  1.08576  1.55487  3.09627  -0.66
C  1.58075  1.48673  4.39175  -0.71
C  1.82351  0.25182  4.97754  -0.38
C  1.57048  -0.91814  4.27508  -0.77
H  0.44726  0.41790  1.37140  0.50
H  0.88809  2.51748  2.64208  0.52
H  1.77426  2.39579  4.94469  0.41
H  2.21100  0.19699  5.98566  0.37
H  1.74574  -1.89084  4.71543  0.48
F  -6.39101  -2.68850  2.09736  -0.36
C  -6.35704  -2.46658  3.43245  0.45
C  -5.47821  -3.19438  4.20995  -0.43
C  -5.43870  -2.96303  5.57771  -0.30
C  -6.27853  -2.01896  6.14919  -0.59
C  -7.15582  -1.29984  5.35006  -0.40
C  -7.19667  -1.51776  3.97973  -0.61
H  -4.83489  -3.93393  3.75002  0.58
H  -4.75110  -3.52435  6.19661  0.40
H  -6.25132  -1.84459  7.21525  0.41
H  -7.81536  -0.56634  5.79414  0.41
H  -7.86997  -0.96219  3.34006  0.45
F  -8.35737  -3.58064  7.63405  -0.21
C  -9.65905  -3.79759  7.35141  0.26
C  -10.12056  -3.51570  6.08147  -0.04
C  -11.45868  -3.74352  5.79405  -0.46
C  -12.31052  -4.23816  6.77219  -0.53
C  -11.82236  -4.51104  8.04259  -0.37
C  -10.48448  -4.29460  8.33922  -0.53
H  -9.43902  -3.12611  5.33677  0.37
H  -11.83639  -3.53406  4.80231  0.36
H  -13.35351  -4.41112  6.54411  0.37
H  -12.48470  -4.89352  8.80723  0.36
H  -10.08194  -4.50672  9.32059  0.42
F  -3.80992  -6.55236  6.81607  -0.31
C  -3.00329  -5.97479  7.73132  0.30
C  -3.34557  -6.04960  9.06606  -0.56
C  -2.51131  -5.45508  10.00148  -0.34
C  -1.36082  -4.79305  9.59396  -0.53
C  -1.03953  -4.72852  8.24548  -0.40
C  -1.86248  -5.32731  7.30234  -0.26
H  -4.25013  -6.56401  9.36128  0.44
H  -2.76153  -5.50920  11.05213  0.37
H  -0.71597  -4.32864  10.32750  0.38
H  -0.14554  -4.21090  7.92487  0.39
H  -1.62610  -5.29478  6.24645  0.53

Forces on atoms 1 to 2 (eV/Å):
-0.85 -0.07 -0.05
-0.20 -0.72 -0.24